Record 1
{"formula": "C20H18O2PPdS2SbSe4", "method": "wB97M-V/def2-TZVPD", "elements": ["Pd", "Se", "Sb", "Se", "Se", "Se", "C", "O", "C", "S", "S", "H", "H", "H", "O", "P", "C", "C", "C", "C", "C", "C", "C", "C", "C", "C", "C", "C", "C", "C", "C", "C", "C", "C", "H", "H", "H", "H", "H", "H", "H", "H", "H", "H", "H", "H", "H", "H", "H"], "coordinates": [[-0.532, 3.152, 0.504], [1.984, 3.771, 3.727], [0.640, 5.277, 2.337], [-1.645, 4.445, 2.193], [1.108, 4.973, -0.067], [0.650, 7.652, 2.990], [-2.483, -1.534, 3.324], [-2.723, -1.343, 1.930], [-3.724, -0.560, 1.564], [-4.995, -0.142, 2.495], [-1.371, 1.185, 1.308], [-1.563, -2.109, 3.378], [-3.314, -2.066, 3.785], [-2.345, -0.561, 3.797], [0.439, 1.941, -1.075], [0.484, 0.456, -0.876], [1.273, -0.254, -2.366], [0.528, -0.578, -3.500], [1.155, -0.971, -4.673], [2.541, -1.036, -4.734], [3.293, -0.692, -3.621], [2.663, -0.298, -2.448], [-1.155, -0.360, -0.804], [-1.375, -1.615, -1.201], [-2.745, -2.141, -1.218], [-3.766, -1.470, -0.693], [-3.572, -0.192, 0.095], [-2.224, 0.512, -0.185], [1.559, -0.099, 0.475], [1.964, -1.424, 0.574], [2.745, -1.831, 1.650], [3.122, -0.912, 2.618], [2.730, 0.419, 2.515], [1.954, 0.825, 1.444], [-0.551, -0.511, -3.470], [0.558, -1.219, -5.542], [3.033, -1.342, -5.649], [4.374, -0.722, -3.661], [3.261, -0.022, -1.588], [-0.588, -2.251, -1.585], [-2.914, -3.093, -1.709], [-4.769, -1.880, -0.728], [-4.383, 0.499, -0.124], [-2.385, 1.364, -0.846], [1.670, -2.150, -0.177], [3.051, -2.868, 1.728], [3.718, -1.231, 3.465], [2.992, 1.149, 3.272], [1.633, 1.859, 1.374]], "total_energy_ev": -327493.587, "homo_energy_ev": -1.08, "e_above_lowest_kcal_mol": 31.12, "total_charge": -2}

---

Record 2
{"formula": "C20H18O5", "method": "wB97M-V/def2-TZVPD", "elements": ["C", "C", "C", "C", "C", "C", "C", "C", "C", "O", "C", "C", "C", "O", "C", "C", "C", "C", "O", "C", "O", "C", "C", "C", "O", "H", "H", "H", "H", "H", "H", "H", "H", "H", "H", "H", "H", "H", "H", "H", "H", "H", "H"], "coordinates": [[2.546, 0.988, 2.952], [2.227, 0.695, 1.451], [3.451, 0.614, 0.600], [3.326, 1.416, -0.691], [1.811, 1.548, -0.700], [1.472, 1.971, 0.733], [0.038, 2.048, 1.074], [-0.610, 0.883, 0.898], [-2.071, 0.584, 1.065], [-2.841, 1.321, 1.624], [-2.669, -0.569, 0.336], [-3.999, -0.695, 0.050], [-4.486, -1.802, -0.589], [-5.772, -1.931, -0.901], [-3.626, -2.814, -1.012], [-2.409, -2.902, -0.569], [-1.831, -1.715, 0.052], [-0.424, -1.669, 0.181], [0.227, -2.711, 0.010], [0.339, -0.306, 0.371], [1.216, -0.401, 1.437], [0.928, 0.283, -1.027], [-0.282, 0.749, -1.875], [1.700, -0.831, -1.864], [1.239, -1.274, -2.917], [3.148, 1.885, 3.095], [2.998, 0.096, 3.416], [1.648, 1.096, 3.554], [3.712, -0.399, 0.327], [4.292, 1.095, 1.172], [3.769, 2.385, -0.546], [3.823, 0.992, -1.584], [1.642, 2.373, -1.424], [1.915, 2.949, 1.009], [-0.494, 2.918, 1.375], [-4.726, 0.095, 0.435], [-6.023, -2.741, -1.258], [-3.996, -3.704, -1.550], [-1.805, -3.790, -0.810], [0.111, 1.272, -2.755], [-0.919, 0.013, -2.317], [-0.938, 1.544, -1.449], [2.340, -1.559, -1.377]], "total_energy_ev": -31266.549, "homo_energy_ev": -8.94, "e_above_lowest_kcal_mol": 58.58, "smiles": "C[C@]12CC[C@@H]3[C@H]1C=C1C(=O)c4cc(O)ccc4C(=O)[C@@]1(O2)[C@]3(C)C=O"}

---

Record 3
{"formula": "C20H19BCl4NO7", "method": "wB97M-V/def2-TZVPD", "elements": ["Cl", "B", "Cl", "Cl", "O", "C", "C", "C", "C", "C", "Cl", "C", "C", "H", "H", "H", "H", "H", "C", "C", "O", "C", "C", "C", "O", "O", "C", "C", "C", "C", "C", "C", "N", "O", "O", "C", "C", "O", "H", "H", "H", "H", "H", "H", "H", "H", "H", "H", "H", "H", "H", "H"], "coordinates": [[3.159, 2.708, -2.603], [2.403, 1.034, -2.713], [1.985, 0.561, -4.489], [3.550, -0.286, -2.027], [1.157, 1.057, -1.925], [0.281, 0.129, -2.047], [-1.059, 0.431, -2.459], [-2.025, -0.598, -2.545], [-3.296, -0.338, -3.036], [-3.646, 0.969, -3.415], [-5.227, 1.295, -4.011], [-2.705, 2.008, -3.308], [-1.427, 1.742, -2.844], [0.621, -0.913, -2.023], [-1.744, -1.599, -2.206], [-4.038, -1.130, -3.109], [-2.992, 3.019, -3.581], [-0.686, 2.534, -2.756], [1.040, 3.404, 3.302], [-0.066, 2.753, 2.520], [0.496, 1.500, 2.049], [-0.111, 0.948, 0.986], [0.366, -0.420, 0.692], [1.795, -0.745, 0.816], [2.270, -1.871, 0.726], [2.563, 0.320, 1.113], [3.912, -0.067, 1.436], [4.577, 1.164, 1.978], [-0.597, -1.449, 0.627], [-0.270, -2.742, 0.093], [-1.129, -3.814, 0.218], [-2.367, -3.643, 0.873], [-3.165, -4.788, 1.160], [-4.222, -4.631, 1.813], [-2.780, -5.909, 0.752], [-2.767, -2.362, 1.317], [-1.928, -1.275, 1.144], [-0.991, 1.514, 0.339], [0.714, 4.357, 3.722], [1.376, 2.758, 4.119], [1.891, 3.604, 2.643], [-0.937, 2.519, 3.148], [-0.370, 3.360, 1.659], [3.878, -0.860, 2.197], [4.397, -0.434, 0.521], [5.662, 1.032, 1.992], [4.340, 2.047, 1.375], [4.248, 1.333, 3.011], [0.708, -2.884, -0.362], [-0.850, -4.805, -0.138], [-3.730, -2.257, 1.812], [-2.266, -0.282, 1.442]], "total_energy_ev": -87640.677, "homo_energy_ev": -4.58, "total_charge": -1}